--- P ---
DFT (ωB97M-V with the def2-TZVPD basis set) results for 2 unconnected molecules or ions with the total composition C2H10NS.

Structure (ORCA input):
```
! wB97M-V def2-TZVPD RIJCOSX def2/J DEFGRID3
* xyz 1 1
C 1.06 0.76 -1.08
N 0.21 0.51 0.12
C 0.96 -0.26 1.18
H 0.44 1.23 -1.85
H 1.88 1.42 -0.80
H 1.45 -0.19 -1.42
H -0.62 -0.05 -0.12
H -0.12 1.38 0.52
H 1.23 -1.22 0.77
H 0.31 -0.39 2.05
H 1.85 0.29 1.45
S -2.91 -0.57 -0.49
H -3.53 -1.24 0.50
H -2.21 -1.66 -0.82
*
```

Computed properties:
- HOMO-LUMO gap (eV) = 10.76
- E_LUMO (eV) = -3.30
- HOMO level (hartree) = -0.51695

These are the Mulliken partial charges, in e, on atoms 1 to 6: atom 1 (C): -0.828, atom 2 (N): 0.103, atom 3 (C): -0.862, atom 4 (H): 0.331, atom 5 (H): 0.364, atom 6 (H): 0.366

***

--- Q ---
DFT (ωB97M-V with the def2-TZVPD basis set) results for 2 unconnected molecules or ions with the total composition C2H10NS.

Structure (ORCA input):
```
! wB97M-V def2-TZVPD RIJCOSX def2/J DEFGRID3
* xyz 1 1
N -3.16 0.41 0.48
H -3.39 1.06 1.23
H -2.13 0.36 0.49
H -3.64 -0.46 0.73
H -3.51 0.65 -0.45
C 1.96 1.20 -0.48
C 1.75 -0.30 -0.48
S 0.05 -0.71 0.17
H 1.64 1.56 0.47
H 1.42 1.76 -1.25
H 3.01 1.42 -0.65
H 1.70 -0.75 -1.48
H 2.44 -0.82 0.17
H 0.37 -1.55 1.15
*
```

Computed properties:
- HOMO-LUMO gap (eV) = 8.85
- E_LUMO (eV) = -4.08
- HOMO level (hartree) = -0.47509

These are the Mulliken partial charges, in e, on atoms 1 to 6: atom 1 (N): -0.399, atom 2 (H): 0.402, atom 3 (H): 0.134, atom 4 (H): 0.401, atom 5 (H): 0.387, atom 6 (C): -1.078

***

It is P that is most stable; the runner-up trails by 0.165 eV.

***

--- P ---
DFT (ωB97M-V with the def2-TZVPD basis set) results for 2 unconnected molecules or ions with the total composition C2H10NS.

Structure (ORCA input):
```
! wB97M-V def2-TZVPD RIJCOSX def2/J DEFGRID3
* xyz 1 1
N 1.37 1.33 -1.60
H 2.08 1.95 -1.32
H 0.69 1.75 -2.16
H 1.78 0.52 -2.25
H 0.87 0.95 -0.67
C -0.25 -1.92 -0.12
C -0.19 -1.00 1.08
S -0.60 0.71 0.61
H -0.68 -1.52 -1.02
H -0.96 -2.76 0.14
H 0.79 -2.19 -0.46
H -0.96 -1.39 1.76
H 0.73 -1.02 1.71
H -1.75 0.61 0.03
*
```

Computed properties:
- HOMO-LUMO gap (eV) = 10.00
- E_LUMO (eV) = -3.78
- HOMO level (hartree) = -0.50632

These are the Mulliken partial charges, in e, on atoms 1 to 6: atom 1 (N): -0.489, atom 2 (H): 0.363, atom 3 (H): 0.388, atom 4 (H): 0.410, atom 5 (H): 0.154, atom 6 (C): -0.943

***

--- Q ---
DFT (ωB97M-V with the def2-TZVPD basis set) results for 2 unconnected molecules or ions with the total composition C2H10NS.

Structure (ORCA input):
```
! wB97M-V def2-TZVPD RIJCOSX def2/J DEFGRID3
* xyz 1 1
N 0.46 2.54 -0.13
H -0.23 3.21 -0.40
H 1.34 2.83 -0.66
H 0.24 1.51 -0.25
H 0.55 2.61 0.87
C -1.17 -1.62 -0.64
C -0.28 -1.22 0.51
S 1.43 -0.50 -0.06
H -1.52 -0.87 -1.29
H -0.61 -2.41 -1.22
H -1.95 -2.32 -0.20
H 0.05 -2.22 1.08
H -0.59 -0.58 1.41
H 2.27 -0.96 0.99
*
```

Computed properties:
- HOMO-LUMO gap (eV) = 9.24
- E_LUMO (eV) = -4.03
- HOMO level (hartree) = -0.48793

These are the Mulliken partial charges, in e, on atoms 1 to 6: atom 1 (N): -0.435, atom 2 (H): 0.375, atom 3 (H): 0.417, atom 4 (H): 0.126, atom 5 (H): 0.413, atom 6 (C): -0.890

***

It is P that is most stable; the runner-up trails by 0.192 eV.